Here is a molecular structure, C28H25ClNPPt in a non-equilibrium geometry from OMol25. Energies are from wB97M-V/def2-TZVPD.

Each line ends with the natural charge from an NBO analysis.
Geometry (Å):
C: 0.5937 2.4232 1.6308  -0.28
C: 0.2492 3.4197 0.6476  -0.39
C: 1.3783 3.3379 -0.3461  -0.40
H: -0.4263 4.2748 0.7285  0.24
C: 2.0962 2.1211 -0.0753  -0.32
C: 1.6641 1.6555 1.1866  -0.35
H: 2.1481 0.8680 1.7457  0.19
H: 0.1214 2.3618 2.5926  0.19
H: 1.7233 4.1895 -0.8907  0.25
H: 2.9733 1.8028 -0.6215  0.19
Pt: -0.3260 2.2791 -1.0819  1.08
Cl: -2.6864 2.8198 -0.9436  -0.72
C: -1.3417 3.9135 -3.2924  -0.37
C: -0.0234 3.6712 -3.7993  -0.38
C: 0.8376 4.6831 -3.2850  -0.39
H: 0.2476 2.8797 -4.4970  0.18
C: 0.0596 5.5404 -2.4401  -0.38
C: -1.2800 5.0835 -2.4585  -0.35
H: -2.1175 5.5388 -1.9309  0.19
H: -2.2424 3.3728 -3.5790  0.20
H: 1.9084 4.7780 -3.4792  0.17
H: 0.4311 6.3969 -1.8754  0.17
N: -0.3737 0.3861 -0.8196  -1.34
P: -0.1114 -1.0016 0.0990  1.67
C: 1.3493 -2.0786 -0.0829  -0.38
C: 1.4084 -3.4030 0.4373  -0.22
C: 2.5713 -4.1731 0.3246  -0.18
C: 3.6922 -3.6186 -0.3160  -0.25
C: 3.6590 -2.3041 -0.8018  -0.23
C: 2.4890 -1.5419 -0.6928  -0.18
C: -0.2619 -0.9268 1.9039  -0.39
C: -1.4967 -0.5543 2.4447  -0.17
C: -1.6794 -0.5490 3.8324  -0.22
C: -0.6512 -0.9756 4.6908  -0.23
C: 0.5487 -1.4649 4.1595  -0.24
C: 0.7318 -1.4267 2.7817  -0.14
C: -1.4546 -2.0909 -0.3968  -0.41
C: -1.8953 -3.1795 0.3855  -0.14
C: -2.9651 -3.9792 -0.0431  -0.26
C: -3.6220 -3.6523 -1.2424  -0.23
C: -3.2039 -2.5567 -2.0105  -0.23
C: -2.1189 -1.7727 -1.5839  -0.14
H: 0.5727 -3.8704 0.9561  0.21
H: 2.6405 -5.1954 0.7181  0.19
H: 4.6068 -4.1992 -0.4587  0.19
H: 4.5285 -1.8281 -1.2847  0.21
H: 2.4255 -0.5157 -1.0537  0.26
H: -2.3179 -0.3054 1.7794  0.24
H: -2.6473 -0.2396 4.2440  0.20
H: -0.8121 -0.9871 5.7707  0.19
H: 1.3099 -1.8919 4.8120  0.20
H: 1.6880 -1.7665 2.3837  0.21
H: -1.4018 -3.4535 1.3168  0.20
H: -3.2919 -4.8607 0.5253  0.20
H: -4.5031 -4.2093 -1.5699  0.19
H: -3.6859 -2.2718 -2.9599  0.21
H: -1.7157 -0.9531 -2.1845  0.28

Cartesian forces, eV/Å:
0.092 0.206 0.183
2.393 0.004 -0.541
-0.726 -0.360 1.309
0.349 -0.339 0.205
0.016 1.727 0.422
0.069 0.118 0.512
-0.158 -0.247 0.001
-0.306 -0.374 0.238
-0.161 0.006 -0.796
-0.033 -0.060 -0.049
-0.601 1.673 -1.076
-1.137 -0.608 0.732
0.890 0.914 -0.258
-0.289 0.815 0.330
-0.543 0.250 0.030
0.002 0.120 0.190
0.025 -0.379 -0.855
0.480 -0.396 -0.670
0.245 -0.262 -0.064
0.344 0.081 0.267
-0.244 -0.100 0.125
-0.039 -0.187 -0.109
0.685 -7.255 2.793
-1.061 5.487 -3.220
0.900 -1.038 0.334
0.503 0.052 -0.296
0.277 0.519 -0.425
0.082 0.400 -0.173
-0.153 0.070 -0.086
-0.241 -0.361 0.279
0.139 -1.015 1.136
0.253 -0.045 0.441
0.239 -0.096 0.070
-0.306 -0.176 -0.256
-0.633 0.340 -0.107
-0.013 0.434 -0.283
-0.819 -0.907 0.388
-0.331 -0.300 -0.583
-0.073 0.330 -0.508
-0.055 0.315 0.022
0.451 0.285 0.146
-0.103 -0.735 -0.299
0.073 0.380 -0.201
-0.219 0.457 -0.138
-0.267 0.067 0.183
-0.372 -0.510 0.298
0.035 -0.144 0.000
0.127 0.236 0.026
0.427 -0.080 -0.127
0.009 0.033 -0.266
-0.085 0.218 -0.150
-0.298 0.084 0.026
-0.088 0.290 -0.125
0.165 0.495 -0.127
0.317 -0.042 0.121
0.078 -0.353 0.607
-0.313 -0.036 0.371

Computed properties:
LUMO level (spin up / spin down) = 4.2858 / 4.2850 eV
spin multiplicity = 3
charge = -2
⟨S²⟩ = 2.016
gap between HOMO and LUMO (spin up / spin down) = 3.979 / 4.071 eV